# 1
DFT (ωB97M-V/def2-TZVPD) results for a structure of composition C46H36IN2O3P2PdS at a distorted geometry.

Electronic energy (eV): -98398.817
Total charge: -1
Energy relative to the best compared isomer or geometry (same formula, charge and spin) (kcal/mol): 75.6

CARTESIAN COORDINATES (ANGSTROEM)
Pd -0.25895 1.06404 0.89598
O -2.36708 1.49902 3.75022
S -1.74435 0.67367 2.72101
C -0.87786 -0.56016 3.64904
C -1.47733 -1.00620 4.80601
C -0.93594 -2.14800 5.47196
C 0.26602 -2.68197 5.06433
C 0.95403 -2.01487 4.03883
C 0.42033 -0.95749 3.34607
P 1.33481 0.09480 2.12347
C 2.44835 -1.04621 1.38378
C 3.54309 -1.35462 2.12322
C 4.36733 -2.39670 1.72108
C 4.04116 -3.18586 0.61435
C 2.85116 -2.94244 -0.07140
C 2.05216 -1.88493 0.28268
C 2.31071 1.39898 3.01650
C 2.70088 2.52408 2.25392
C 3.66114 3.35844 2.88254
C 4.18690 3.06862 4.08538
C 3.72651 1.95726 4.85256
C 2.71334 1.12189 4.34218
C -2.94439 -0.47115 1.96471
C -3.56385 -1.53084 2.60450
C -4.73962 -2.05901 2.12435
C -5.00448 -1.86287 0.73434
C -4.14360 -1.03851 0.02050
C -3.19051 -0.23965 0.60170
P -2.34202 1.14821 -0.14443
C -3.28426 2.65098 0.13827
C -4.65112 2.52442 0.38655
C -5.38327 3.59497 0.89307
C -4.77395 4.81039 1.07903
C -3.39492 4.89863 0.78833
C -2.63033 3.85974 0.33479
C -2.30893 0.72905 -1.90246
C -2.86759 1.58199 -2.88679
C -2.75552 1.21024 -4.26728
C -2.11054 0.04643 -4.61956
C -1.57945 -0.80666 -3.67120
C -1.65336 -0.43172 -2.30851
H -2.30347 -0.41186 5.27950
H -1.46184 -2.47882 6.35065
H 0.68521 -3.59239 5.39192
H 1.90414 -2.54696 3.73895
H 3.83913 -0.78473 3.01204
H 5.19631 -2.63618 2.33998
H 4.64417 -3.95819 0.23934
H 2.62022 -3.44906 -1.00868
H 1.10931 -1.64877 -0.32267
H 2.27010 2.67049 1.24948
H 3.89387 4.29970 2.41644
H 5.09828 3.56780 4.44152
H 4.17964 1.65529 5.80999
H 2.53784 0.12608 4.86234
H -3.17993 -1.87643 3.48016
H -5.48710 -2.38903 2.77260
H -5.66771 -2.54826 0.30757
H -4.15737 -1.10184 -1.06994
H -5.22468 1.56738 0.34164
H -6.48422 3.39265 1.20510
H -5.41436 5.71787 1.05720
H -3.03295 5.85173 0.84483
H -1.57246 3.96698 0.07987
H -3.25696 2.56544 -2.63115
H -3.15524 1.94221 -5.07902
H -1.90268 -0.07279 -5.73950
H -1.14300 -1.75353 -3.95262
H -1.07438 -0.99431 -1.60077
N 2.01223 -6.07709 -4.35943
C 3.03083 -5.31844 -4.96972
C 3.09791 -4.18260 -4.21501
N 2.20164 -4.20043 -3.18452
C 1.60532 -5.35247 -3.32672
H 1.59345 -6.95783 -4.70868
H 3.52355 -5.65952 -5.87026
H 3.55263 -3.24096 -4.49809
H 0.80820 -5.68350 -2.68714
I 3.25836 2.79150 -7.15223
C 2.40303 2.32829 -5.35942
C 2.83657 1.19122 -4.61778
C 2.35562 1.01325 -3.34151
C 1.42174 1.86515 -2.78720
C 0.92241 2.92807 -3.56169
C 1.46235 3.17746 -4.79161
C 1.07540 1.76926 -1.40762
O 0.66721 2.76210 -0.77078
O 0.93632 0.57346 -0.89494
H 3.40812 0.38128 -5.14039
H 2.62771 0.08982 -2.89677
H 0.16989 3.62082 -3.10175
H 0.97491 3.90471 -5.39708

=====

# 2
DFT (ωB97M-V/def2-TZVPD) results for a structure of composition C46H38BN18O4Zr at a distorted geometry.

Electronic energy (eV): -85271.488
Total charge: +2
Spin multiplicity: 2
⟨S²⟩: 0.855
Energy relative to the best compared isomer or geometry (same formula, charge and spin) (kcal/mol): 216.9

CARTESIAN COORDINATES (ANGSTROEM)
Zr -1.37471 0.84195 -0.52836
C 0.31409 -2.93555 -3.29016
C 0.54639 -1.70985 -2.66826
N -0.56391 -1.22925 -2.11886
N -1.54811 -2.09555 -2.44736
C -1.03541 -3.13935 -3.13206
B -3.02471 -1.70165 -2.38746
N -3.51811 -1.54335 -0.94436
C -4.55971 -2.11635 -0.32206
C -4.74711 -1.47275 0.88554
C -3.76211 -0.48925 0.92544
N -3.00871 -0.55445 -0.17606
N -3.08591 -0.19085 -2.92266
C -4.16301 0.45605 -3.31456
C -3.83841 1.89525 -3.44896
C -2.51051 1.92145 -2.64446
N -2.03431 0.54505 -2.72176
N -3.85801 -2.62605 -3.21366
C -3.94551 -2.67915 -4.57406
C -4.59491 -3.83705 -4.91126
C -4.86901 -4.45685 -3.67876
N -4.42211 -3.72815 -2.68306
H 1.02369 -3.56855 -3.78006
H 1.46119 -1.14815 -2.63586
H -1.64521 -3.95825 -3.44866
H -5.06741 -2.94535 -0.77556
H -5.48941 -1.68125 1.62574
H -3.59511 0.28105 1.66254
H -5.09641 -0.03235 -3.51076
H -4.56401 2.60925 -3.06776
H -1.66991 3.87875 -2.61016
H -3.54321 -1.89515 -5.18486
H -4.83651 -4.20145 -5.88756
H -5.36611 -5.38715 -3.49146
O -3.63601 2.19725 -4.94466
C -2.40071 2.78605 -5.43216
C -2.33471 2.96835 -6.80546
C -1.17691 3.48405 -7.35976
C -0.11711 3.83385 -6.53716
C -0.20761 3.64905 -5.17186
C -1.35031 3.10365 -4.58876
C -1.40561 2.91985 -3.09526
O -2.77491 2.08995 -1.32646
N -0.12551 2.46445 -2.61826
N 0.04919 2.44405 -1.31876
C 1.29199 2.53915 -0.87016
C 1.56309 2.54865 0.51584
C 2.76879 2.89805 1.09544
C 2.88559 3.23125 2.48424
C 1.93469 2.95675 3.41144
C 0.86039 2.08085 2.89604
C 0.44979 2.51595 1.50324
O -1.88611 2.01775 1.03584
H -4.40031 2.67675 -5.32356
H -3.17481 2.70665 -7.43186
H -1.11041 3.60725 -8.42866
H 0.77429 4.26345 -6.96466
H 0.60619 3.92555 -4.52256
H 2.08419 2.75255 -1.59136
H 3.64789 3.03995 0.48414
H 3.79219 3.73285 2.78704
H 2.00519 3.26685 4.44004
H 1.26609 1.05175 2.83284
C 3.97469 -2.20445 -0.47866
N 2.65739 -1.65335 -0.27866
C 2.19809 -0.41455 -0.48726
N 0.91689 -0.33385 -0.14726
C 0.64779 -1.60295 0.28454
N 1.67619 -2.40035 0.21684
C 4.93249 -1.68705 0.56824
C 6.20919 -1.25405 0.23864
C 7.06209 -0.78575 1.22714
C 6.65539 -0.74415 2.54854
C 5.37399 -1.17315 2.88034
C 4.51789 -1.64635 1.88884
C 4.87009 -1.15095 4.23704
N 5.47959 -1.29365 5.37454
N 4.55649 -1.30435 6.32974
C 3.39889 -1.15195 5.76304
O 3.53279 -1.04095 4.41914
C 2.06129 -1.08725 6.31244
C 1.67129 -1.80155 7.43974
C 0.35249 -1.72485 7.85364
C -0.56981 -0.95365 7.16024
C -0.18021 -0.22725 6.03954
C -1.14481 0.66645 5.29454
N -0.88651 0.73845 3.87614
C -0.94241 -0.21355 2.93794
N -0.78811 0.19585 1.71654
C -0.82811 1.66855 1.75454
N -0.59071 1.95775 3.25394
C 1.13829 -0.29905 5.63134
H 4.32739 -1.96095 -1.48386
H 3.86859 -3.29045 -0.38906
H 2.79889 0.37775 -0.88776
H -0.31191 -1.93285 0.63664
H 6.54129 -1.29455 -0.78786
H 8.05119 -0.44845 0.96214
H 7.30849 -0.38065 3.32434
H 3.53469 -2.00735 2.15534
H 2.39129 -2.41015 7.96314
H 0.03809 -2.27825 8.72504
H -1.59201 -0.91375 7.50444
H -1.04301 1.69245 5.65854
H -2.17371 0.34025 5.46694
H -1.10861 -1.24845 3.19094
H 0.05659 3.54335 1.58824
H 1.47429 0.27585 4.78424

=====

# 3
DFT (ωB97M-V/def2-TZVPD) results for a cluster of 10 separate species, C46H39BN9O20 in total at a distorted geometry.

Electronic energy (eV): -103359.510
Total charge: -1
Energy relative to the best compared isomer or geometry (same formula, charge and spin) (kcal/mol): 91.7

CARTESIAN COORDINATES (ANGSTROEM)
O -1.73676 -3.26590 1.83050
C -1.25796 -2.19164 1.44307
O -1.92973 -1.12717 1.00584
B -0.93177 -0.09429 0.44246
O 0.38063 -0.75986 0.54021
C 0.25592 -1.93054 1.14489
O 1.10359 -2.75878 1.43743
O -0.99170 1.19368 1.09073
C -1.27374 2.13996 0.25539
O -1.40677 3.30558 0.58131
C -1.56370 1.48672 -1.09940
O -1.27264 0.23595 -1.00373
O -1.82095 2.10898 -2.15945
C -4.94158 0.94320 -0.83068
C -4.74866 1.94363 0.19244
N -4.55123 2.73037 0.98886
H -5.74799 0.22257 -0.69468
H -4.11834 0.23795 -0.71662
H -4.94629 1.43673 -1.80253
C -1.85020 0.33421 4.52372
C -2.12052 1.73015 4.06061
N -2.30057 2.80481 3.71224
H -1.66826 -0.22245 3.60441
H -2.44890 -0.13747 5.30294
H -0.95574 0.44835 5.13611
C 1.57214 -5.34138 -0.15511
C 0.94688 -6.24112 0.78300
N 0.46355 -7.00173 1.52632
H 2.14350 -4.67065 0.48658
H 0.91267 -4.82221 -0.85057
H 2.22512 -5.96005 -0.77071
C 1.39216 -0.16431 -4.38045
C 2.47193 -0.27240 -5.26751
C 3.58332 0.49634 -5.05125
C 3.66068 1.51659 -4.10192
C 2.52596 1.61982 -3.20660
C 1.45382 0.75283 -3.34411
N 4.80439 2.40650 -4.13328
O 4.75519 3.33258 -3.36972
O 5.72453 2.07332 -4.92042
H 0.50660 -0.75619 -4.55891
H 2.51519 -1.03980 -6.02622
H 4.33253 0.37052 -5.81887
H 2.46116 2.33917 -2.40365
H 0.60466 0.98181 -2.71730
C -3.02680 -2.71271 -3.86053
C -3.99789 -2.89040 -4.84655
C -4.17252 -1.75143 -5.65259
C -3.53094 -0.56919 -5.47335
C -2.58930 -0.41545 -4.40362
C -2.36390 -1.54243 -3.66121
N -3.68160 0.52040 -6.45017
O -3.96409 0.12508 -7.62351
O -3.50290 1.63236 -6.05440
H -2.86864 -3.45699 -3.09410
H -4.55055 -3.80120 -5.02377
H -4.97417 -1.67974 -6.37275
H -2.10005 0.53167 -4.23047
H -1.64241 -1.55182 -2.85762
C 4.64252 -2.98418 3.66893
C 3.18776 -3.01568 3.70248
C 2.49558 -3.19590 4.88740
C 3.23119 -3.44690 6.06091
C 4.60923 -3.42673 6.05633
C 5.25052 -3.03751 4.86000
N 2.45446 -3.79002 7.23047
O 1.51252 -3.03940 7.47468
O 2.99436 -4.55899 8.05433
H 5.18278 -2.81608 2.74900
H 2.75849 -2.70607 2.76106
H 1.42058 -3.16737 4.98717
H 5.16263 -3.71932 6.93640
H 6.32374 -2.93724 4.92729
C 0.53403 4.22041 -4.11283
C 0.56842 3.54313 -5.31698
C 1.75550 3.69748 -6.10486
C 2.80200 4.56116 -5.66582
C 2.74581 5.22328 -4.41862
C 1.59612 5.02098 -3.64767
N 3.97123 4.73808 -6.44799
O 3.99705 3.96459 -7.38840
O 4.74902 5.58694 -6.27943
H -0.26354 4.21686 -3.38464
H -0.25598 2.89781 -5.58215
H 1.80491 3.15401 -7.03685
H 3.57201 5.83356 -4.08489
H 1.50077 5.55840 -2.71573
C -4.93889 -5.02536 4.27464
C -4.29005 -4.34667 3.34403
C -4.43247 -3.03080 3.24986
C -5.25875 -2.27812 4.11224
C -6.02664 -3.06057 5.03360
C -5.84477 -4.46298 5.16105
N -5.50687 -0.87208 3.93742
O -4.73211 -0.24064 3.25493
O -6.42559 -0.29495 4.57243
H -4.79164 -6.09505 4.25303
H -3.59771 -4.84628 2.68264
H -4.02573 -2.51286 2.39388
H -6.76414 -2.56875 5.65053
H -6.51003 -4.93825 5.86671
C 3.92055 3.19858 4.34241
C 3.28422 2.34422 3.43968
C 2.68709 2.92533 2.31409
C 2.75687 4.31147 2.07179
C 3.35753 5.11133 3.02051
C 3.92630 4.59666 4.14303
N 2.21615 4.85848 0.82562
O 1.24951 4.32707 0.27878
O 2.71631 5.93877 0.49464
H 4.28983 2.65215 5.19768
H 3.18586 1.26873 3.43308
H 2.30429 2.29355 1.52623
H 3.42953 6.18814 2.97928
H 4.27131 5.31104 4.87586

=====

# 4
DFT (ωB97M-V/def2-TZVPD) results for a structure of composition C46H40AsBrF5LaN4O5PS at a distorted geometry.

Electronic energy (eV): -230001.532
Total charge: -1
Energy relative to the best compared isomer or geometry (same formula, charge and spin) (kcal/mol): 26.6

CARTESIAN COORDINATES (ANGSTROEM)
La 0.81867 -1.19133 -1.62774
C -2.07733 -4.06623 -4.32464
C -1.43493 -3.22203 -3.26794
N -0.18093 -2.98273 -3.25314
O 0.58347 -3.57973 -4.23984
C -2.22913 -2.53833 -2.22274
C -3.60333 -2.09383 -2.63504
N -1.66993 -2.38933 -1.08504
O -1.60633 -0.02413 -1.93374
H -1.31233 -4.68783 -4.78504
H -2.50173 -3.41933 -5.09084
H -2.85593 -4.70103 -3.91214
H 1.50447 -3.35533 -3.97474
H -4.08953 -2.84023 -3.25664
H -3.49113 -1.17033 -3.20044
H -4.21743 -1.89073 -1.76364
F 5.53157 1.43557 -6.74504
C 4.33017 1.19667 -6.17214
C 4.24777 0.65227 -4.89354
F 5.38297 0.38047 -4.21944
C 3.01387 0.41177 -4.33094
F 2.95147 -0.05153 -3.03944
C 1.79017 0.63637 -5.00044
S 0.30227 0.23227 -4.29924
C 1.92247 1.24097 -6.27554
F 0.81757 1.56867 -6.97004
C 3.14927 1.52097 -6.83954
F 3.22277 2.11627 -8.04794
C 0.99477 -2.04593 1.90576
C 0.81137 -2.44173 0.41686
O 0.70537 -3.64373 0.18406
H 0.31147 -2.62753 2.52986
H 0.82777 -0.97883 2.05506
H 2.01887 -2.28873 2.19376
C 4.59957 -0.28023 1.14626
C 3.46087 0.14057 0.39106
N 2.53797 0.46967 -0.20474
H 5.51047 0.00437 0.62476
H 4.55657 -1.36563 1.21976
H 4.58337 0.16737 2.13806
Br 4.03387 -7.67293 0.88666
C 4.27367 -6.45073 -0.55094
C 5.13197 -6.78393 -1.58724
N 5.33737 -5.97693 -2.61024
C 4.70347 -4.81683 -2.64174
C 3.83417 -4.39483 -1.64214
C 3.60777 -5.24163 -0.56374
C 3.15437 -3.05113 -1.66494
O 2.56617 -2.70913 -2.72054
O 3.22687 -2.36683 -0.63334
H 5.66947 -7.72263 -1.59594
H 4.90227 -4.18643 -3.49674
H 2.91867 -4.95943 0.21796
C -0.90443 1.91107 1.53876
C -1.36363 1.06607 2.72326
As -2.94213 1.90777 3.57006
C -2.15343 3.68617 3.88656
C -0.94683 3.84457 4.55546
C -0.44373 5.10347 4.82456
C -1.14613 6.23057 4.43006
C -2.34573 6.08917 3.75546
C -2.84283 4.82447 3.48636
C -2.65413 1.34417 5.43076
C -3.14693 2.15527 6.44986
C -2.94003 1.83937 7.77956
C -2.24123 0.68937 8.11376
C -1.77113 -0.14323 7.11246
C -1.98513 0.17967 5.78236
P -0.53733 0.86517 -0.00274
C -2.09493 -0.01553 -0.68374
C -2.21423 -1.50133 -0.09014
C -3.57563 -1.84483 0.43016
C -4.48613 -0.92603 0.75306
C -4.28743 0.46107 0.41746
C -3.25043 0.84717 -0.33854
C -0.37273 2.33117 -1.10004
C 0.79607 3.05267 -0.85144
C 1.08707 4.20567 -1.55504
C 0.21407 4.67077 -2.52524
C -0.92583 3.93927 -2.80964
C -1.21833 2.77877 -2.11244
H -0.01663 2.49587 1.79616
H -1.68143 2.63277 1.25366
H -0.55173 0.92477 3.44236
H -1.67483 0.07337 2.38146
H -0.40073 2.96777 4.88176
H 0.49357 5.20987 5.35346
H -0.75683 7.21547 4.64806
H -2.89733 6.96697 3.44806
H -3.78563 4.71077 2.96106
H -3.68793 3.05937 6.18836
H -3.32073 2.48777 8.55946
H -2.06823 0.44157 9.15236
H -1.23333 -1.04763 7.36866
H -1.62043 -0.48273 5.00726
H -1.51753 -1.59193 0.76146
H -3.75193 -2.90183 0.57416
H -5.43153 -1.21363 1.19396
H -5.06293 1.16187 0.69966
H -3.18783 1.86397 -0.69914
H 1.49287 2.68547 -0.10534
H 2.00787 4.73607 -1.35274
H 0.43697 5.57587 -3.07614
H -1.59253 4.27507 -3.59144
H -2.07543 2.19687 -2.40894